Entry 1:
Entry from the OMol25 dataset: a cluster of 3 separate species, C2H10NO2 in total (wB97M-V/def2-TZVPD).

Element x y z (Å)
C  0.03  -0.26  -0.34
C  -0.80  -1.26  -0.55
N  0.04  0.61  -1.59
H  0.44  0.41  0.39
H  -1.14  -1.93  0.21
H  -1.34  -1.40  -1.52
H  1.04  0.89  -1.79
H  -0.28  0.07  -2.38
H  -0.40  1.51  -1.38
H  -2.89  -0.64  2.48
H  -1.83  -1.57  3.01
O  -2.13  -0.64  3.08
H  3.43  0.80  0.47
H  3.00  2.18  0.06
O  2.83  1.24  -0.15

Its energy above the lowest of the compared OMol25 structures with the same formula, charge and spin is 40.5 kcal per mole. For the LUMO energy, the calculation gives -3.494 eV. The total charge is +1. The highest occupied orbital energy is -14.4610 eV. As for the maximum force: 0.062 Eh/bohr. Its calculated total energy is -287.131730 Eh.


Entry 2:
Entry from the OMol25 dataset: the ion C6H15N with charge +1 (wB97M-V/def2-TZVPD).

Element x y z (Å)
C  0.20  1.34  -2.15
C  0.79  0.13  -2.91
C  -0.41  0.93  -0.84
N  0.59  0.51  0.12
C  0.25  0.08  1.43
C  -0.45  -1.31  1.45
C  -0.94  -1.60  2.85
H  0.90  2.18  -2.16
H  -0.58  1.69  -2.83
H  0.80  0.25  -3.99
H  1.82  -0.07  -2.56
H  0.33  -0.81  -2.57
H  -1.16  0.15  -0.97
H  -1.02  1.73  -0.37
H  1.31  1.25  0.13
H  -0.40  0.80  1.96
H  1.14  -0.02  2.05
H  -1.28  -1.27  0.75
H  0.26  -2.05  1.11
H  -1.37  -0.73  3.38
H  -0.11  -1.87  3.52
H  -1.73  -2.35  2.97

Its energy above the lowest of the compared OMol25 structures with the same formula, charge and spin is 17.1 kcal per mole. Its multiplicity is 2. For the LUMO energy (alpha / beta), the calculation gives -2.996 / -8.002 eV. The total charge is +1. The highest occupied orbital energy (alpha / beta) is -15.8197 / -15.8259 eV. As for the maximum force: 0.059 Eh/bohr. Its calculated total energy is -292.034886 Eh.


Entry 3:
Entry from the OMol25 dataset: a structure of composition C3H5N3 (wB97M-V/def2-TZVPD).

Element x y z (Å)
C  -0.76  -0.59  -0.17
C  0.66  -1.06  -0.06
C  1.88  -1.08  -0.18
H  1.09  1.55  -0.51
H  0.63  1.05  0.83
H  -1.63  1.36  0.48
H  -2.58  -1.21  0.18
H  3.02  -1.08  -0.12
N  0.27  1.58  0.09
N  -0.87  0.88  -0.51
N  -1.71  -1.42  -0.03

Its energy above the lowest of the compared OMol25 structures with the same formula, charge and spin is 135.6 kcal per mole. For the LUMO energy, the calculation gives 0.311 eV. The highest occupied orbital energy is -9.5881 eV. As for the maximum force: 0.122 Eh/bohr. Its calculated total energy is -281.373938 Eh.


Entry 4:
Entry from the OMol25 dataset: a structure of composition C18H22IN3P2Sc (wB97M-V/def2-TZVPD).

Element x y z (Å)
Sc  0.20  -0.28  0.48
I  3.11  -0.19  -0.06
C  3.06  1.88  -0.29
C  4.24  2.53  -0.52
C  4.21  3.94  -0.67
C  3.03  4.61  -0.58
C  1.82  3.93  -0.34
C  0.59  4.64  -0.23
C  -0.58  3.98  0.02
C  -0.56  2.57  0.16
C  0.58  1.82  0.05
C  1.80  2.52  -0.19
H  5.17  2.00  -0.58
H  5.14  4.47  -0.85
H  3.01  5.69  -0.69
H  0.60  5.72  -0.33
H  -1.50  4.53  0.12
H  -1.52  2.09  0.37
C  -3.73  -0.15  0.38
P  -2.30  -0.67  -0.59
C  -2.55  0.05  -2.24
C  -2.51  -2.47  -0.82
C  -1.29  -3.11  -1.50
P  0.23  -2.90  -0.50
C  1.55  -3.55  -1.57
C  0.08  -4.11  0.83
H  -4.66  -0.46  -0.10
H  -3.74  0.94  0.48
H  -3.69  -0.58  1.38
H  -3.52  -0.23  -2.64
H  -1.77  -0.26  -2.93
H  -2.50  1.14  -2.16
H  -3.42  -2.66  -1.41
H  -2.69  -2.91  0.16
H  -1.11  -2.65  -2.47
H  -1.46  -4.17  -1.69
H  1.30  -4.56  -1.93
H  2.48  -3.61  -1.01
H  1.70  -2.90  -2.43
H  -0.10  -5.11  0.43
H  -0.74  -3.84  1.51
H  0.99  -4.12  1.42
N  1.11  -0.86  6.82
C  0.47  -0.75  5.86
N  -0.32  -0.61  4.81
C  -0.13  -0.66  3.60
N  -0.07  -0.72  2.41

Its energy above the lowest of the compared OMol25 structures with the same formula, charge and spin is 2.6 kcal per mole. For the LUMO energy, the calculation gives -3.332 eV. The total charge is +1. The highest occupied orbital energy is -11.1890 eV. As for the maximum force: 0.007 Eh/bohr. Its calculated total energy is -2604.338532 Eh.


Entry 5:
Entry from the OMol25 dataset: a structure of composition C5H9O3Rb (wB97M-V/def2-TZVPD).

Element x y z (Å)
H  -2.35  -0.89  1.25
O  -1.43  -0.95  -0.38
O  -0.38  -2.35  1.07
O  0.35  -0.16  0.75
C  -2.78  -0.81  0.06
C  0.77  -2.87  1.07
C  -3.74  -1.71  -0.64
C  0.97  -4.21  1.54
C  -0.57  -0.93  0.65
H  -3.02  0.26  -0.02
H  1.58  -2.29  0.60
H  -4.16  -2.40  0.11
H  -4.57  -1.12  -1.05
H  -3.26  -2.28  -1.44
H  1.43  -4.77  0.71
H  1.76  -4.18  2.32
H  0.05  -4.69  1.90
Rb  2.45  2.70  0.76

Its energy above the lowest of the compared OMol25 structures with the same formula, charge and spin is 0.0 kcal per mole. For the LUMO energy, the calculation gives -8.568 eV. The total charge is +2. The highest occupied orbital energy is -17.5171 eV. As for the maximum force: 0.107 Eh/bohr. Its calculated total energy is -445.058906 Eh.


Entry 6:
Entry from the OMol25 dataset: a cluster of 7 separate species, C4H24N2O6S in total (wB97M-V/def2-TZVPD).

Element x y z (Å)
C  1.17  -2.19  -1.12
N  0.25  -1.29  -0.44
C  0.14  -1.40  0.99
C  1.37  -1.86  1.77
S  2.72  -0.63  1.70
C  -1.15  -2.21  1.46
N  -2.39  -1.70  1.00
H  1.36  -1.84  -2.14
H  0.82  -3.23  -1.14
H  2.16  -2.17  -0.73
H  -0.64  -1.39  -0.90
H  -0.10  -0.36  1.25
H  1.75  -2.80  1.37
H  1.07  -1.98  2.80
H  2.39  0.08  2.78
H  -1.02  -3.18  0.93
H  -1.11  -2.63  2.47
H  -2.30  -1.00  0.27
H  -3.03  -1.31  1.69
H  -0.36  3.07  -0.62
H  1.17  2.96  -0.46
O  0.45  3.56  -0.69
H  0.65  1.52  -2.71
H  0.20  3.05  -2.76
O  -0.04  2.14  -2.99
H  0.95  3.70  1.88
H  -0.03  2.62  1.52
O  0.58  2.88  2.22
H  -1.75  1.14  0.81
H  -2.63  2.06  -0.15
O  -2.20  1.98  0.71
H  1.43  0.41  -0.76
H  2.85  0.39  -1.15
O  2.11  1.00  -1.13
H  -2.69  -0.25  -3.07
H  -1.73  0.77  -2.45
O  -2.40  0.11  -2.22

Its multiplicity is 2. For the LUMO energy (alpha / beta), the calculation gives -2.970 / -8.485 eV. The total charge is +1. The highest occupied orbital energy (alpha / beta) is -13.3273 / -13.1337 eV. As for the maximum force: 0.055 Eh/bohr. Its calculated total energy is -1125.585607 Eh.


Look up the calculated total energy of the first one. -287.131730 Eh